(1)
Formula: C4H4OTl
Source: the OMol25 dataset
Level of theory: ωB97M-V/def2-TZVPD

Element x y z (Å)
H  -0.70  0.24  -1.20
C  2.52  -0.47  -0.80
C  1.31  -0.53  -0.53
C  -0.06  -0.60  -0.31
C  -0.76  0.61  0.25
O  -1.88  0.46  0.79
H  3.55  -0.44  -1.15
H  -0.44  -1.57  0.03
H  -0.10  1.44  0.60
Tl  -3.44  0.86  2.32

Its LUMO energy (alpha / beta) is -10.19 / -13.31 eV. The total energy comes out at -10929.5431 eV. As for the charge: +2. As for the spin multiplicity: 2.



(2)
Formula: C25H32F3N4ORhSe3
Source: the OMol25 dataset
Level of theory: ωB97M-V/def2-TZVPD

Element x y z (Å)
Rh  0.01  0.30  -0.12
C  -2.00  3.55  1.28
Se  -0.65  2.98  0.01
C  -1.77  2.89  -1.59
C  -2.95  1.96  -1.47
Se  -2.55  0.37  -0.40
C  -3.74  -0.85  -1.33
H  -2.39  4.50  0.94
H  -1.50  3.68  2.24
H  -2.79  2.81  1.38
H  -1.08  2.58  -2.36
H  -2.11  3.90  -1.81
H  -3.29  1.65  -2.45
H  -3.79  2.43  -0.95
H  -3.42  -1.03  -2.36
H  -4.73  -0.41  -1.32
H  -3.76  -1.79  -0.78
Se  1.38  1.18  4.72
N  -0.13  0.49  5.24
C  -0.72  -0.18  4.25
C  -1.89  -0.97  4.34
C  -2.26  -1.65  3.22
C  -1.55  -1.49  2.01
N  -0.49  -0.71  1.87
C  -0.04  -0.13  3.00
N  1.11  0.53  3.03
H  -2.43  -1.05  5.27
H  -3.12  -2.31  3.24
H  -1.82  -2.06  1.12
C  1.24  1.15  -4.70
C  -0.04  0.73  -4.37
C  -0.36  0.42  -3.05
C  0.58  0.58  -2.04
C  1.88  0.94  -2.38
C  2.20  1.25  -3.70
H  1.49  1.38  -5.73
H  -0.79  0.62  -5.14
H  -1.36  0.05  -2.85
H  2.67  0.97  -1.65
H  3.21  1.55  -3.95
C  3.28  -1.97  -0.45
C  2.00  -2.56  0.09
O  0.82  -2.00  -0.51
C  0.51  -2.57  -1.80
C  -0.96  -2.90  -1.87
H  4.14  -2.44  0.02
H  3.33  -0.89  -0.26
H  3.36  -2.13  -1.53
H  1.90  -2.39  1.16
H  1.98  -3.64  -0.06
H  1.11  -3.47  -1.94
H  0.79  -1.86  -2.58
H  -1.21  -3.68  -1.15
H  -1.22  -3.24  -2.87
H  -1.53  -2.00  -1.63
F  5.69  3.46  2.59
C  5.52  2.14  2.47
F  6.40  1.69  1.58
F  5.80  1.57  3.65
C  4.11  1.81  2.02
C  3.51  2.62  1.01
C  2.40  2.13  0.41
N  1.77  0.98  0.74
C  2.17  0.32  1.95
C  3.50  0.71  2.48
H  3.95  3.55  0.69
H  2.00  2.67  -0.44
H  2.15  -0.75  1.76
H  3.95  0.07  3.23

Its LUMO energy is -8.14 eV. The total energy comes out at -241634.3996 eV. As for the charge: +2. As for the spin multiplicity: 1.



(3)
Formula: C5H8N2
Source: the OMol25 dataset
Level of theory: ωB97M-V/def2-TZVPD

Element x y z (Å)
C  -1.56  1.77  -1.11
N  -0.84  0.79  -0.60
C  -1.32  -0.56  -0.42
C  -0.46  -1.19  0.36
C  0.61  -0.19  0.73
C  2.05  -0.66  0.65
N  0.38  0.94  -0.14
H  -2.56  1.58  -1.47
H  -1.10  2.74  -1.04
H  0.39  0.12  1.77
H  -2.25  -0.86  -0.90
H  -0.54  -2.20  0.74
H  2.26  -1.03  -0.35
H  2.28  -1.43  1.40
H  2.69  0.21  0.83

Its LUMO energy is 0.79 eV. The total energy comes out at -8292.0416 eV. As for the charge: 0. As for the spin multiplicity: 1.



(4)
Formula: C6H9N2
Source: the OMol25 dataset
Level of theory: ωB97M-V/def2-TZVPD

Element x y z (Å)
N  -0.90  1.24  1.54
C  -0.66  0.85  0.24
C  0.41  1.36  -0.59
C  0.99  0.66  -1.64
C  1.03  -0.69  -1.72
C  0.79  -1.39  -0.57
C  -0.15  -1.14  0.36
N  -0.92  -1.60  1.31
H  -0.26  1.92  1.81
H  -1.78  1.61  1.70
H  -1.57  0.59  -0.29
H  0.83  2.32  -0.24
H  1.33  1.44  -2.39
H  1.61  -1.21  -2.53
H  1.35  -2.37  -0.50
H  -1.23  -2.53  1.35
H  -0.88  -1.06  2.17

Its LUMO energy is -5.27 eV. The total energy comes out at -9338.2673 eV. As for the charge: +1. Its SMILES is N/C=C/C=C\C=C=[NH2+]. As for the spin multiplicity: 1.



Please write out number 3 again, unchanged.
Formula: C5H8N2
Source: the OMol25 dataset
Level of theory: ωB97M-V/def2-TZVPD

Element x y z (Å)
C  -1.56  1.77  -1.11
N  -0.84  0.79  -0.60
C  -1.32  -0.56  -0.42
C  -0.46  -1.19  0.36
C  0.61  -0.19  0.73
C  2.05  -0.66  0.65
N  0.38  0.94  -0.14
H  -2.56  1.58  -1.47
H  -1.10  2.74  -1.04
H  0.39  0.12  1.77
H  -2.25  -0.86  -0.90
H  -0.54  -2.20  0.74
H  2.26  -1.03  -0.35
H  2.28  -1.43  1.40
H  2.69  0.21  0.83

Its LUMO energy is 0.79 eV. The total energy comes out at -8292.0416 eV. As for the charge: 0. As for the spin multiplicity: 1.